111
Properties=species:S:1:pos:R:3 method="wB97M-V/def2-TZVPD" total_charge=-1 spin_multiplicity=3 largest_force_ev_per_a=1.0 molar_mass_da=1103.96 orbital_gap_ev="5.779 / 5.889"
W 1.188 -1.717 -0.092
S 5.297 -1.934 -0.296
As 3.489 -2.550 0.584
S 2.531 -0.302 -1.494
S 2.236 -3.855 -0.706
S 3.715 -3.329 2.591
C 3.060 0.252 1.952
N 2.354 -0.311 3.078
C 3.163 -0.284 4.283
C 2.386 -1.159 5.249
N 1.294 -1.678 4.439
C 0.569 -2.751 5.079
C 1.501 -1.386 3.101
N 0.847 -1.866 2.072
C 0.267 -3.214 2.218
C -0.947 -3.398 1.356
N -0.632 -3.070 -0.032
C -1.545 -3.157 -0.947
N -2.902 -3.507 -0.796
C -3.433 -4.473 0.149
C -3.519 -3.615 -2.109
C -2.618 -2.762 -2.971
N -1.359 -2.875 -2.276
C -0.210 -2.258 -2.882
H 3.235 1.313 2.178
H 2.495 0.189 1.020
H 4.031 -0.235 1.784
H 3.299 0.744 4.627
H 4.137 -0.730 4.057
H 1.979 -0.609 6.105
H 3.006 -1.981 5.620
H 0.609 -2.551 6.152
H 1.023 -3.730 4.896
H -0.485 -2.760 4.802
H -0.043 -3.458 3.230
H 1.053 -3.934 1.943
H -1.766 -2.775 1.719
H -1.226 -4.449 1.463
H -3.335 -4.150 1.175
H -2.980 -5.464 0.029
H -4.500 -4.562 -0.060
H -4.545 -3.247 -2.075
H -3.530 -4.659 -2.450
H -2.952 -1.717 -3.017
H -2.528 -3.146 -3.991
H -0.003 -2.742 -3.841
H 0.693 -2.415 -2.285
H -0.356 -1.187 -3.034
C 0.845 4.326 2.067
C -0.274 3.861 1.141
C -1.394 4.858 0.999
O -0.817 2.640 1.642
C -0.188 1.559 0.964
C 0.715 2.233 -0.090
O 0.236 3.567 -0.147
C 1.766 1.274 -2.107
O 0.632 1.681 -1.350
C 1.213 1.086 -3.525
C 1.668 0.074 -4.358
C 1.185 -0.049 -5.652
C 0.241 0.849 -6.133
C -0.209 1.870 -5.309
C 0.273 1.988 -4.013
C 2.938 2.294 -2.188
C 3.485 2.976 -1.099
C 4.578 3.816 -1.247
C 5.177 3.993 -2.484
C 4.660 3.316 -3.573
C 3.558 2.485 -3.423
C -1.179 0.521 0.461
O -0.454 -0.461 -0.187
C -1.984 -0.106 1.627
C -3.133 -0.827 1.304
C -3.864 -1.499 2.271
C -3.455 -1.464 3.598
C -2.319 -0.744 3.937
C -1.594 -0.068 2.962
C -2.213 1.134 -0.478
C -2.282 0.740 -1.803
C -3.280 1.228 -2.638
C -4.214 2.132 -2.157
C -4.148 2.539 -0.830
C -3.163 2.033 0.002
H 0.434 4.654 3.022
H 1.392 5.152 1.612
H 1.540 3.511 2.265
H -1.921 4.951 1.948
H -2.087 4.519 0.230
H -0.998 5.834 0.722
H 0.453 1.010 1.662
H 1.733 2.211 0.292
H 2.399 -0.631 -3.979
H 1.548 -0.848 -6.282
H -0.140 0.753 -7.142
H -0.947 2.578 -5.665
H -0.089 2.775 -3.370
H 3.104 2.855 -0.099
H 4.971 4.319 -0.372
H 6.040 4.637 -2.591
H 5.109 3.423 -4.552
H 3.181 1.984 -4.301
H -3.450 -0.877 0.268
H -4.750 -2.053 1.988
H -4.020 -1.984 4.361
H -1.989 -0.699 4.966
H -0.720 0.480 3.270
H -1.537 0.051 -2.165
H -3.313 0.909 -3.671
H -4.991 2.516 -2.807
H -4.872 3.240 -0.438
H -3.133 2.329 1.043